Arrangement one

3 unconnected molecules or ions with the total composition CH5ClN2O, computed with ωB97M-V/def2-TZVPD.

Geometry (Å):
H (2.8054, -1.7360, 0.6777)
N (1.0484, -1.5535, 0.1821)
H (0.4083, -1.9412, -0.5609)
O (-1.3793, 0.5049, 0.2689)
H (-2.6743, 1.7950, -0.3392)
N (2.1216, -2.2174, 0.0985)
C (-0.1526, 0.6563, 0.1785)
H (0.5755, 0.6948, 1.0812)
Cl (-3.0616, 2.8733, -0.8118)
H (0.3087, 0.9239, -0.7750)

* SMILES: [H]/N=N/[H].C=O.Cl
* orbital gap: 9.9735 eV

Arrangement two

3 unconnected molecules or ions with the total composition CH5ClN2O, computed with ωB97M-V/def2-TZVPD.

Geometry (Å):
N (1.4841, 0.7957, -0.4224)
H (2.2812, 0.4398, -1.0720)
N (1.9792, 1.6369, 0.4069)
H (0.7641, -1.2043, -0.2294)
Cl (-3.7774, 0.6142, -0.3718)
H (-0.9380, -1.7109, -0.6166)
O (-0.3386, -1.5980, 1.4169)
H (-2.5458, 0.2633, -0.1837)
C (-0.1885, -1.4441, 0.2202)
H (1.2798, 2.2074, 0.8520)

* SMILES: [H]/N=N/[H].C=O.Cl
* orbital gap: 9.8156 eV

Arrangement three

A single CH5ClN2O molecule, computed with ωB97M-V/def2-TZVPD.

Geometry (Å):
N (0.7955, 1.3248, -0.0998)
O (0.0116, -0.7848, -0.2315)
H (-1.5511, 0.4273, 0.4038)
H (-1.8403, -1.3665, 0.7896)
Cl (2.3547, -0.8714, 0.2665)
H (1.7601, 1.8169, 0.0640)
C (-1.3331, -0.6292, 0.0736)
H (0.8254, 0.9920, -1.0070)
H (-1.8662, -0.8432, -0.8612)
N (0.8435, -0.0660, 0.6020)

* SMILES: CON(N)Cl
* orbital gap: 10.7147 eV

Relative energy of each structure, in kcal/mol: arrangement one 0.0; arrangement two 8.9; arrangement three 36.8.